1.
{"formula": "C7H14NS2Si", "method": "ωB97M-V with the def2-TZVPD basis set", "elements": ["S", "S", "Si", "N", "C", "C", "C", "C", "C", "C", "C", "H", "H", "H", "H", "H", "H", "H", "H", "H", "H", "H", "H", "H", "H"], "xyz": [[-1.92644, -2.22753, -0.49943], [-0.00082, -0.83453, -2.33895], [0.75108, 1.09528, 0.85511], [-0.06752, -0.56504, 0.70012], [2.48689, 0.55260, 0.22930], [-0.89850, -1.15916, 1.58085], [-0.60977, -1.27077, -0.78262], [0.80913, 1.68814, 2.64885], [-1.09767, -1.71193, -3.48580], [-1.88644, -2.03318, 1.22658], [-0.19087, 2.03063, -0.40834], [-1.04984, 2.68667, 0.01876], [-0.93347, -1.47657, -4.52361], [-0.72112, -0.75196, 2.58827], [2.74474, -0.32561, 0.64051], [-0.67867, 1.51707, -1.16430], [0.58184, 2.62545, -0.93469], [0.87511, 0.72578, 3.17627], [2.50054, 0.54335, -0.80758], [3.14091, 1.33646, 0.52757], [1.68316, 2.31009, 2.76826], [-0.92165, -2.71976, -3.52239], [-2.19791, -1.58796, -3.33153], [-2.41535, -2.72594, 1.81436], [0.02263, 2.27841, 3.02441]], "atomic_forces_ev_per_a": [[0.63, -0.08, 0.79], [-0.04, 0.07, 0.22], [1.05, -0.78, -0.80], [-2.98, -3.17, -4.50], [-2.67, 3.67, 0.77], [-0.01, 0.71, 1.12], [1.33, 2.52, 2.71], [0.32, -1.45, -1.35], [-1.79, 1.34, 0.15], [1.35, 0.81, -0.95], [-0.36, 2.91, 1.51], [1.78, -0.70, -0.51], [0.55, 1.09, -0.20], [-0.39, -0.82, -0.16], [1.09, -3.16, 1.42], [-0.69, -1.50, -1.33], [-0.61, 0.32, 0.29], [0.34, 0.54, 0.50], [0.00, -0.30, -2.08], [0.95, 0.54, 0.33], [0.64, -0.24, 0.10], [0.66, -2.76, 0.66], [0.93, 0.34, 0.30], [-0.74, -0.30, 0.74], [-1.37, 0.40, 0.26]], "lowdin_charge": [1.10, 0.94, 0.58, -0.06, -0.12, -0.26, -0.75, -0.13, -0.36, -0.33, -0.18, 0.09, 0.06, 0.13, 0.00, -0.04, 0.06, 0.04, 0.00, 0.03, 0.04, 0.01, 0.07, 0.06, 0.02], "charge": 1, "spin_multiplicity": 1, "homo_lumo_gap_ev": 7.9912}

***

2.
{"formula": "C5H11N2O", "method": "ωB97M-V with the def2-TZVPD basis set", "elements": ["O", "N", "N", "C", "C", "C", "C", "C", "H", "H", "H", "H", "H", "H", "H", "H", "H", "H", "H"], "xyz": [[-2.43091, -1.01653, -0.84539], [-0.82619, 0.29121, -0.02386], [1.54452, 0.90351, 0.80807], [-1.21599, -0.95085, -0.44586], [2.18608, -0.04045, 1.39019], [0.29931, 1.01640, 0.29162], [-2.73582, -2.33333, -1.37140], [2.20495, 2.19999, 0.55390], [2.23352, 2.60086, -0.50735], [-0.01424, 2.14945, 0.34293], [-3.81851, -2.34317, -1.62818], [-0.78486, -2.04058, -0.35830], [-1.68087, 0.83786, -0.41601], [1.67708, -0.84827, 1.89750], [3.21145, -0.08022, 1.40862], [-2.38530, -2.44556, -2.41059], [-2.40737, -3.09974, -0.77382], [1.72675, 3.05730, 1.12963], [3.21640, 2.14211, 0.95828]], "atomic_forces_ev_per_a": [[-1.67, -0.65, -0.99], [-2.52, -3.19, -2.21], [-1.37, 1.32, -1.66], [3.18, -0.51, 2.21], [-1.24, -2.04, 1.00], [-1.87, 4.59, 0.30], [-2.66, 1.92, -3.55], [1.19, 2.36, 0.10], [-0.17, -1.31, 1.10], [0.54, -2.64, -0.41], [0.53, -0.07, 1.20], [0.44, 2.85, 0.28], [2.22, -0.06, 1.39], [-0.36, -0.08, -0.50], [2.19, 0.53, 0.16], [0.84, 0.23, 0.53], [0.54, -1.68, 1.66], [0.21, -1.47, -0.39], [-0.02, -0.10, -0.22]], "lowdin_charge": [-0.05, 0.11, -0.22, -0.14, 0.08, -0.14, -0.01, -0.03, 0.13, 0.16, 0.12, 0.19, 0.22, 0.10, 0.07, 0.12, 0.07, 0.13, 0.10], "charge": 1, "e_above_lowest_kj_mol": 588.4, "spin_multiplicity": 1, "homo_lumo_gap_ev": [6.9389, 7.1734]}

***

3.
{"formula": "C5H9NO2", "method": "ωB97M-V with the def2-TZVPD basis set", "elements": ["O", "O", "N", "C", "C", "C", "C", "C", "H", "H", "H", "H", "H", "H", "H", "H", "H"], "xyz": [[1.92161, -0.05309, 0.29346], [-1.67147, 0.85287, -0.29470], [-0.56433, -1.53189, -0.02599], [0.45435, 1.71109, -0.02706], [0.16613, -0.87577, -1.16603], [-0.52221, 0.66544, 0.44877], [-0.56220, -0.61669, 1.19273], [0.78546, 0.28672, -0.46511], [-1.43250, -0.80345, 1.83940], [1.87215, -0.98822, 0.53445], [0.35045, -0.73197, 1.79721], [-0.54313, -0.61812, -1.96064], [0.94798, -1.57194, -1.48476], [1.23305, 2.18221, 0.56318], [-0.10918, 2.35099, -0.70626], [-2.05321, -0.04892, -0.44652], [-0.24550, -2.47042, 0.15610]], "atomic_forces_ev_per_a": [[-0.09, -0.49, -0.04], [-1.16, -1.11, -0.62], [-0.52, -0.46, 0.45], [-0.54, -0.70, -0.56], [0.12, -0.25, 0.37], [1.25, 0.76, 0.36], [0.74, -0.52, 0.19], [-0.28, 1.77, 0.38], [0.14, 0.14, -0.43], [0.09, 0.08, -0.05], [-0.44, 0.01, 0.00], [0.47, -0.09, 0.07], [-0.20, 0.21, -0.52], [-0.16, -0.19, -0.05], [0.43, 0.03, 0.21], [0.24, 0.96, 0.12], [-0.10, -0.14, 0.12]], "lowdin_charge": [-0.01, 0.00, -0.05, 0.06, -0.12, -0.40, -0.12, -0.36, 0.12, 0.09, 0.11, 0.12, 0.12, 0.12, 0.12, 0.11, 0.09], "e_above_lowest_kj_mol": 407.0, "spin_multiplicity": 1, "smiles": "O[C@@]12CNC[C@@]1(O)C2", "homo_lumo_gap_ev": 8.4195}

***

4.
{"formula": "C7H10BFN", "method": "ωB97M-V with the def2-TZVPD basis set", "elements": ["F", "N", "C", "C", "C", "C", "C", "C", "C", "B", "H", "H", "H", "H", "H", "H", "H", "H", "H", "H"], "xyz": [[0.12065, -0.27914, 4.18673], [0.26119, -1.34061, -1.29874], [-0.77802, -0.38260, 3.09200], [0.08211, 1.12961, -2.54891], [-0.22332, -0.02889, -3.26296], [0.43607, 1.01950, -1.22794], [0.52098, -0.23184, -0.57085], [-0.30355, 0.41458, 1.90190], [-0.07372, -1.22626, -2.58216], [0.91313, -0.28923, 1.00033], [-0.54494, -0.00662, -4.29690], [-1.75295, -0.06115, 3.48191], [1.08382, -1.44958, 1.35443], [1.96372, 0.34492, 1.14220], [0.65573, 1.90896, -0.64357], [-0.31053, -2.15985, -3.09260], [-0.01119, 2.10160, -3.02499], [-0.02220, 1.41035, 2.27082], [-0.82426, -1.44890, 2.84645], [-1.19271, 0.57514, 1.27283]], "atomic_forces_ev_per_a": [[-0.11, 0.03, -0.15], [0.13, -0.09, 0.18], [0.07, -0.21, 0.02], [-0.38, 0.03, -0.30], [0.31, -0.06, 0.20], [0.13, 0.04, 0.40], [0.11, 0.10, -0.29], [0.14, 0.03, -0.05], [-0.47, 0.04, -0.14], [-0.05, 0.04, 0.15], [0.05, 0.00, 0.00], [0.09, 0.06, 0.04], [-0.03, 0.01, -0.03], [-0.05, -0.05, -0.02], [0.01, -0.04, -0.06], [0.11, 0.00, -0.01], [0.07, 0.01, 0.03], [-0.08, 0.00, -0.02], [-0.04, 0.08, 0.03], [-0.01, -0.03, 0.04]], "lowdin_charge": [-0.11, 0.07, -0.27, -0.12, -0.12, -0.08, -0.26, -0.22, -0.20, -0.46, 0.08, 0.09, 0.04, 0.04, 0.10, 0.08, 0.09, 0.08, 0.10, 0.08], "charge": -1, "spin_multiplicity": 1, "homo_lumo_gap_ev": 8.3900}

***

no.,largest force on an atom (eV/A),DFT total energy (eV)
1,6.3,-38516.774
2,5.0,-10379.507
3,1.8,-10912.358
4,0.5,-12305.839